The molecule C28H27N3O2S, computed with ωB97M-V/def2-TZVPD.

Positions of all 61 atoms, in Å:
C  6.648  3.085  0.562
N  5.485  2.977  -0.283
C  5.765  3.303  -1.662
C  4.504  2.045  0.027
C  3.270  2.067  -0.637
C  2.261  1.188  -0.308
C  2.426  0.252  0.708
C  1.345  -0.737  1.062
C  -0.016  -0.032  1.324
N  -1.175  -0.800  0.930
S  -1.676  -0.677  -0.664
O  -0.922  0.339  -1.344
O  -1.771  -1.983  -1.252
C  -3.334  -0.066  -0.394
C  -4.336  -0.991  -0.077
C  -5.604  -0.550  0.179
C  -5.912  0.828  0.128
C  -7.211  1.313  0.385
C  -7.483  2.651  0.325
C  -6.469  3.568  0.005
C  -5.199  3.132  -0.250
C  -4.886  1.757  -0.196
C  -3.586  1.271  -0.453
C  1.183  -1.787  0.000
C  1.331  -1.679  -1.351
N  1.034  -2.869  -1.954
C  0.640  -3.764  -1.007
C  0.214  -5.080  -1.124
C  -0.115  -5.753  0.033
C  -0.019  -5.137  1.283
C  0.404  -3.832  1.407
C  0.740  -3.124  0.252
C  3.640  0.236  1.378
C  4.661  1.108  1.050
H  6.345  3.122  1.607
H  7.159  4.018  0.321
H  7.361  2.259  0.423
H  4.923  3.053  -2.299
H  5.970  4.373  -1.754
H  6.643  2.752  -2.027
H  3.089  2.798  -1.411
H  1.327  1.235  -0.848
H  1.639  -1.255  1.982
H  -0.073  0.893  0.752
H  -0.113  0.212  2.387
H  -1.124  -1.772  1.198
H  -4.075  -2.037  -0.060
H  -6.392  -1.249  0.421
H  -7.990  0.605  0.630
H  -8.481  3.014  0.522
H  -6.703  4.622  -0.039
H  -4.414  3.831  -0.498
H  -2.788  1.950  -0.711
H  1.644  -0.837  -1.935
H  0.957  -3.005  -2.947
H  0.134  -5.555  -2.091
H  -0.456  -6.776  -0.023
H  -0.285  -5.699  2.167
H  0.476  -3.369  2.382
H  3.802  -0.482  2.171
H  5.590  1.039  1.593

Forces on atoms 1 to 2 (eV/Å):
-0.10 -0.01 0.02
0.18 0.24 0.05

- total charge = 0
- highest occupied orbital energy (eV) = -7.46
- SMILES = CN(C)c1ccc([C@@H](CNS(=O)(=O)c2ccc3ccccc3c2)c2c[nH]c3ccccc23)cc1
- 2S+1 = 1